{"formula": "C4H7N4O4", "method": "ωB97M-V/def2-TZVPD", "elements": ["C", "H", "N", "C", "H", "O", "H", "N", "O", "N", "O", "C", "H", "H", "H", "N", "O", "H", "C"], "xyz": [[1.1191, 0.2263, 0.0048], [-0.0146, 0.7477, -1.4696], [-0.1026, -0.0137, 0.6517], [1.6889, -0.4547, 2.1045], [-1.3195, 0.4204, -1.1390], [-0.6697, -4.3956, 1.9166], [-2.0393, 0.9399, 0.4940], [0.9655, 0.5467, -1.2135], [0.3595, -2.5243, 1.6185], [-0.7699, -3.1850, 1.8730], [-1.7891, -2.5173, 1.9563], [-1.4160, 0.1734, -0.0437], [-0.5605, -0.6609, 2.6572], [1.7742, 0.8137, -1.7481], [-1.9427, -0.7620, 0.0255], [2.1440, 0.0657, 0.8797], [2.2922, -0.6176, 3.1090], [3.1517, 0.0872, 0.6808], [0.1525, -0.5290, 1.8575]], "atomic_forces_ev_per_a": [[-1.92, -0.92, 3.92], [1.83, 0.08, -0.52], [0.90, 0.17, -1.13], [-4.12, 0.90, -0.39], [-0.63, -0.31, 1.52], [0.22, 1.70, 0.19], [0.85, -0.55, -0.65], [1.08, 1.23, -3.21], [-1.18, -3.71, -0.05], [-0.37, -0.50, -0.74], [1.15, -0.78, 0.00], [-0.20, 0.53, 0.72], [0.01, 0.15, -0.30], [-0.28, 0.21, -0.57], [-0.22, -0.43, -0.06], [0.46, -0.18, -1.60], [0.89, -0.48, 0.54], [-0.72, 0.17, -0.15], [2.24, 2.72, 2.47]], "lowdin_spin": [0.1058, 0.0026, 0.1193, 0.0853, -0.0001, 0.2257, 0.0026, 0.1077, 0.6608, -0.0325, 0.1281, 0.0045, 0.0117, 0.0037, 0.0021, -0.0070, 0.1833, -0.0009, 0.3975], "multiplicity": 3, "orbital_gap_ha": [0.2724, 0.2293], "total_charge": 1}

{"formula": "C4H7N5", "method": "ωB97M-V/def2-TZVPD", "elements": ["C", "N", "H", "N", "C", "C", "H", "N", "N", "H", "C", "H", "H", "H", "N", "H"], "xyz": [[0.0320, -1.4906, -1.2272], [-0.7184, 1.3860, 0.5443], [-2.8233, -0.5721, -0.5885], [-0.9335, -0.6492, -0.6554], [-0.2122, 2.0091, 1.5605], [1.1931, 0.0409, -0.0294], [-2.1721, -1.3650, 0.7446], [-0.2005, 0.0843, 0.4064], [2.0237, 0.9186, 0.3677], [-0.6699, 2.9455, 1.8042], [1.2923, -1.0241, -0.9613], [2.9956, 0.8258, 0.0783], [0.4885, 1.5380, 2.2359], [2.2910, -1.3545, -1.3181], [-2.1183, -1.2932, -0.2687], [-0.3112, -2.3546, -1.7720]], "atomic_forces_ev_per_a": [[1.21, 1.25, 0.68], [0.41, 0.32, 1.59], [0.50, -1.46, 0.96], [1.91, -0.55, 0.54], [-1.13, -1.52, -1.22], [0.19, 1.22, 0.42], [0.14, -0.02, 0.00], [-0.06, 0.20, -1.45], [-0.24, -0.06, 0.67], [0.15, 0.61, -0.12], [-0.12, -1.88, -0.88], [-0.49, -0.33, -0.35], [0.12, 0.13, 0.01], [-1.20, 0.06, 0.11], [-1.42, 1.93, -0.82], [0.01, 0.11, -0.14]], "nbo_charge": [0.0624, -0.2593, 0.3675, -0.1192, -0.0671, 0.3804, 0.3592, -0.1771, -0.7293, 0.1860, -0.3750, 0.3614, 0.1895, 0.2369, -0.6470, 0.2308], "orbital_gap_ha": 0.3342}